Run w
The following is a quantum chemistry calculation of the molecule C3H4N2, from the OMol25 dataset.

Each line ends with the Löwdin charge.
Cartesian coordinates (Å):
C -0.727 0.045 0.667  -0.11
C -0.295 1.232 0.035  -0.20
N 0.693 1.038 -0.831  0.04
N 0.905 -0.412 -0.749  -0.02
C 0.052 -0.946 0.138  -0.17
H -1.493 -0.104 1.407  0.08
H -0.689 2.245 0.174  0.11
H 1.541 -1.094 -1.206  0.16
H 0.013 -2.004 0.366  0.11

Output
HOMO energy	-9.22	eV
SMILES string	c1cn[nH]c1
net charge	0
frontier orbital gap	10.2152	eV

Run x
The following is a quantum chemistry calculation of a cluster of 2 separate species, C3H4N2 in total, from the OMol25 dataset.

Each line ends with the Löwdin charge.
Cartesian coordinates (Å):
C -0.590 1.489 0.616  0.06
C -0.066 0.393 0.736  -0.25
C 0.219 -1.027 0.913  -0.14
H -1.175 2.328 0.225  0.03
H 1.243 -1.423 1.349  0.12
H 0.077 -1.582 -0.041  0.07
H -0.693 -1.228 1.487  0.08
N 0.525 1.067 -2.694  0.03
N 0.460 -0.016 -2.590  0.02

Output
HOMO energy	-9.86	eV
SMILES string	C#CC.N#N
net charge	0
frontier orbital gap	11.0058	eV

Q: Which of them is the most stable? A: run w.

Run w
The following is a quantum chemistry calculation of a structure of composition C3H4N2, from the OMol25 dataset.

Each line ends with the Löwdin charge.
Cartesian coordinates (Å):
N 2.680 -0.417 -0.342  0.13
C 1.633 0.048 -0.153  -0.24
C 0.403 0.795 0.115  -0.19
C -1.009 -0.139 -0.214  -0.13
N -0.522 0.203 1.080  -0.04
H -0.293 0.928 -0.832  0.12
H -1.991 0.295 -0.443  0.12
H -0.775 -1.073 -0.700  0.11
H -0.125 -0.639 1.489  0.11

Output
HOMO energy	-9.05	eV
net charge	0
frontier orbital gap	9.6044	eV

Run x
The following is a quantum chemistry calculation of the molecule C3H4N2, from the OMol25 dataset.

Each line ends with the Löwdin charge.
Cartesian coordinates (Å):
H -2.414 -0.539 0.068  0.04
N -1.402 -0.561 0.061  0.05
C -0.889 0.607 -0.055  -0.28
C 0.558 0.764 -0.062  -0.09
C 1.004 -0.474 0.092  -0.24
N 1.214 -1.668 0.176  0.18
H -1.454 1.537 -0.104  0.11
H 1.139 1.671 -0.067  0.10
H 2.199 -1.363 -0.119  0.13

Output
HOMO energy	-8.38	eV
SMILES string	[H]/N=C/C=C=N
net charge	0
frontier orbital gap	9.0012	eV

Q: Which of them is the most stable? A: run x.

Run w
The following is a quantum chemistry calculation of the molecule C3H3N3, from the OMol25 dataset.

Each line ends with the Löwdin charge.
Cartesian coordinates (Å):
C 1.616 0.235 -0.998  0.04
N 0.436 0.566 -0.382  -0.07
N -0.306 -0.529 -0.593  -0.06
C -1.276 -0.628 0.300  -0.12
C -1.181 0.192 1.526  -0.17
N -1.227 1.183 2.288  0.13
H 2.276 1.142 -1.026  0.08
H 1.652 -0.771 -1.504  0.09
H -1.990 -1.390 0.389  0.08

Output
HOMO energy	-10.12	eV
SMILES string	C=N/N=C\C#N
net charge	0
frontier orbital gap	9.0635	eV

Run x
The following is a quantum chemistry calculation of the molecule C3H3N3, from the OMol25 dataset.

Each line ends with the Löwdin charge.
Cartesian coordinates (Å):
N -2.578 0.113 0.419  0.18
C -1.452 -0.118 0.322  -0.17
C -0.002 -0.367 0.190  -0.38
N 0.734 0.710 0.830  0.05
C 0.331 -0.581 -1.244  -0.17
N 0.669 -0.736 -2.338  0.16
H 0.221 -1.307 0.712  0.15
H 1.712 0.673 0.562  0.09
H 0.365 1.612 0.547  0.09

Output
HOMO energy	-11.26	eV
SMILES string	N#CC(N)C#N
net charge	0
frontier orbital gap	11.6624	eV

Q: Which of them is the most stable? A: run x.

Run w
The following is a quantum chemistry calculation of the molecule C3H3N3, from the OMol25 dataset.

Each line ends with the Löwdin charge.
Cartesian coordinates (Å):
N 1.323 2.002 -0.342  0.19
C 0.870 1.011 -0.016  -0.22
C 0.124 -0.136 0.333  -0.34
N -1.247 -0.078 -0.411  0.06
C 0.790 -1.404 0.048  -0.16
N 1.425 -2.323 -0.260  0.18
H -0.040 0.064 1.368  0.14
H -1.994 0.083 0.271  0.07
H -1.250 0.779 -0.992  0.08

Output
HOMO energy	-11.26	eV
SMILES string	N#CC(N)C#N
net charge	0
frontier orbital gap	11.5744	eV

Run x
The following is a quantum chemistry calculation of the molecule C3H3N3, from the OMol25 dataset.

Each line ends with the Löwdin charge.
Cartesian coordinates (Å):
N -1.908 0.134 -0.055  0.19
C -0.688 -0.042 -0.038  -0.66
N 0.012 1.153 0.087  0.10
C 1.235 0.779 -0.029  -0.10
C 1.302 -0.778 -0.083  -0.03
N 0.045 -1.161 0.174  0.10
H -2.559 -0.821 -0.240  0.15
H 2.097 1.486 -0.033  0.11
H 2.321 -1.301 -0.274  0.13

Output
HOMO energy	-10.69	eV
SMILES string	N=C1N=CC=N1
net charge	0
frontier orbital gap	9.4470	eV

Run y
The following is a quantum chemistry calculation of the molecule C3H3N3, from the OMol25 dataset.

Each line ends with the Löwdin charge.
Cartesian coordinates (Å):
H -2.292 0.882 0.241  0.09
N -1.997 -0.115 -0.041  0.17
C -0.693 -0.126 -0.163  -0.42
C 0.358 -1.166 -0.308  -0.06
N 1.523 -0.608 -0.268  0.10
C 1.235 0.677 0.180  -0.19
N -0.033 1.085 0.142  0.08
H -0.065 -2.119 -0.263  0.10
H 1.965 1.489 0.480  0.13

Output
HOMO energy	-10.49	eV
SMILES string	[H]/N=C1/C=NC=N1
net charge	0
frontier orbital gap	8.9034	eV

Q: Which of them is the most stable? A: run w.

Run w
The following is a quantum chemistry calculation of the molecule C3H3N3, from the OMol25 dataset.

Each line ends with the Löwdin charge.
Cartesian coordinates (Å):
C -0.112 -0.017 0.047  -0.03
N -1.540 0.001 -0.129  -0.12
C -2.236 1.155 0.024  -0.24
N -2.730 2.187 0.066  0.18
C -2.177 -1.160 -0.098  -0.29
N -2.711 -2.151 0.071  0.18
H 0.060 0.142 1.057  0.07
H 0.330 -1.013 -0.179  0.11
H 0.497 0.575 -0.748  0.14

Output
HOMO energy	-10.55	eV
SMILES string	CN(C#N)C#N
net charge	0
frontier orbital gap	10.9996	eV

Run x
The following is a quantum chemistry calculation of a cluster of 2 separate species, C3H3N3 in total, from the OMol25 dataset.

Each line ends with the Löwdin charge.
Cartesian coordinates (Å):
C 1.389 1.598 0.220  -0.26
C 2.696 -0.716 0.013  -0.29
C 0.464 0.556 0.510  -0.09
N 1.965 2.482 -0.261  0.21
N 3.722 -1.204 -0.069  -0.10
N -0.399 0.052 -0.400  0.20
H 0.389 0.397 1.551  0.11
H -0.066 0.362 -1.255  0.10
H -1.053 -0.666 -0.362  0.12

Output
HOMO energy (spin up / spin down)	-9.68 / -9.68	eV
net charge	0
frontier orbital gap (spin up / spin down)	7.4395 / 7.4456	eV

Q: Which of them is the most stable? A: run w.

Run w
The following is a quantum chemistry calculation of a cluster of 3 separate species, C4H10O3 in total, from the OMol25 dataset.

Each line ends with the Löwdin charge.
Cartesian coordinates (Å):
C -0.140 -1.068 -1.659  0.05
C -1.258 -0.492 -1.241  -0.14
C -1.665 -0.263 0.145  -0.41
C -2.822 0.282 0.512  0.06
O -0.676 -0.487 1.123  -0.01
H 0.576 -1.356 -0.902  0.04
H -0.027 -1.042 -2.733  0.06
H -2.080 -0.189 -1.895  0.11
H -2.924 0.540 1.562  0.06
H -3.360 0.978 -0.119  0.07
H -0.366 0.413 1.280  0.11
O 2.207 -1.455 0.866  -0.06
H 1.571 -1.968 1.379  0.03
H 3.040 -1.848 1.153  0.04
O 2.266 2.470 0.170  -0.06
H 3.085 2.224 -0.277  0.03
H 2.572 3.260 0.634  0.03

Output
HOMO energy	-8.68	eV
SMILES string	C=CC(=C)O.O.O
net charge	0
frontier orbital gap	9.3277	eV

Run x
The following is a quantum chemistry calculation of the molecule C4H10O3, from the OMol25 dataset.

Each line ends with the Löwdin charge.
Cartesian coordinates (Å):
C 0.104 -2.545 -1.114  -0.12
O -0.110 -1.692 -0.019  -0.17
C -0.137 -0.342 -0.399  -0.21
C -0.411 0.522 0.823  -0.35
O 0.570 0.354 1.835  -0.02
C -0.484 2.005 0.455  -0.21
O 0.802 2.508 0.141  -0.06
H 0.075 -3.571 -0.740  0.09
H 1.082 -2.360 -1.589  0.09
H -0.678 -2.427 -1.883  0.09
H 0.821 -0.041 -0.864  0.14
H -0.928 -0.165 -1.150  0.14
H -1.361 0.201 1.266  0.16
H 1.422 0.254 1.389  0.10
H -0.928 2.559 1.293  0.13
H -1.111 2.168 -0.427  0.12
H 1.272 2.572 0.982  0.09

Output
HOMO energy	-9.98	eV
SMILES string	COC[C@@H](O)CO
net charge	0
frontier orbital gap	10.8286	eV

Q: Which of them is the most stable? A: run x.

Run w
The following is a quantum chemistry calculation of the molecule C4H10O3, from the OMol25 dataset.

Each line ends with the Löwdin charge.
Cartesian coordinates (Å):
C -0.512 1.139 1.536  -0.12
C 0.368 0.005 1.068  -0.13
C -0.186 -0.710 -0.470  -0.54
O 0.579 -1.887 -0.605  0.00
O -1.545 -1.051 -0.412  0.02
C 0.120 0.289 -1.541  -0.11
O 1.366 1.005 -1.098  -0.11
H -0.429 1.258 2.622  0.07
H -1.566 0.959 1.305  0.07
H -0.228 2.085 1.067  0.07
H 0.224 -0.893 1.673  0.09
H 1.431 0.214 1.192  0.10
H 0.232 -2.355 -1.383  0.11
H -1.704 -1.429 0.468  0.11
H -0.645 1.061 -1.639  0.13
H 0.321 -0.172 -2.509  0.12
H 2.175 0.480 -1.272  0.10

Output
HOMO energy	-10.15	eV
SMILES string	CCC(O)(O)CO
net charge	0
frontier orbital gap	10.8876	eV

Run x
The following is a quantum chemistry calculation of a cluster of 2 separate species, C4H10O3 in total, from the OMol25 dataset.

Each line ends with the Löwdin charge.
Cartesian coordinates (Å):
O -1.284 -1.347 -2.391  0.06
C -1.071 -0.340 -1.777  -0.29
C -0.438 -0.282 -0.421  -0.17
C 0.926 0.416 -0.530  -0.19
C 1.552 0.583 0.840  -0.28
O 2.812 1.205 0.662  -0.06
H -1.341 0.635 -2.228  0.13
H -0.336 -1.300 -0.048  0.12
H -1.093 0.290 0.240  0.10
H 1.604 -0.167 -1.155  0.13
H 0.803 1.394 -0.998  0.12
H 0.910 1.175 1.499  0.12
H 1.654 -0.402 1.310  0.12
H 3.248 1.274 1.509  0.08
O -2.267 -0.326 2.463  -0.06
H -2.147 -1.179 2.870  0.03
H -3.179 -0.077 2.710  0.05

Output
HOMO energy	-9.61	eV
SMILES string	O=CCCCO.O
net charge	0
frontier orbital gap	10.1676	eV

Run y
The following is a quantum chemistry calculation of a cluster of 2 separate species, C4H10O3 in total, from the OMol25 dataset.

Each line ends with the Löwdin charge.
Cartesian coordinates (Å):
O 0.756 1.499 2.808  0.05
C 0.437 0.675 1.986  -0.27
C -0.993 0.386 1.678  -0.16
C -1.566 1.211 0.513  -0.19
C -1.528 0.473 -0.802  -0.27
O -0.162 0.266 -1.229  -0.06
H 1.244 0.075 1.544  0.12
H -1.422 -0.610 1.540  0.12
H -1.513 0.702 2.592  0.12
H -1.173 2.220 0.419  0.12
H -2.650 1.262 0.687  0.12
H -2.017 1.112 -1.551  0.12
H -2.153 -0.420 -0.815  0.11
H -0.261 0.257 -2.175  0.07
O 2.798 -3.567 -3.534  -0.06
H 2.349 -3.337 -2.729  0.02
H 2.097 -3.421 -4.202  0.05

Output
HOMO energy	-9.82	eV
SMILES string	O=CCCCO.O
net charge	0
frontier orbital gap	10.2022	eV

Run z
The following is a quantum chemistry calculation of a cluster of 2 separate species, C4H10O3 in total, from the OMol25 dataset.

Each line ends with the Löwdin charge.
Cartesian coordinates (Å):
O -0.740 2.832 -0.372  0.06
C 0.086 2.051 -0.756  -0.32
C 0.466 0.808 -0.132  -0.20
C 0.160 -0.401 -1.051  -0.18
C 0.225 -1.683 -0.209  -0.26
O -0.284 -2.788 -0.939  -0.08
H 0.872 2.390 -1.566  0.15
H -0.158 0.539 0.731  0.09
H 1.534 0.715 0.113  0.14
H -0.983 -0.249 -1.350  0.16
H 0.750 -0.417 -1.912  0.09
H 1.245 -1.973 0.129  0.14
H -0.602 -1.598 0.512  0.11
H -0.911 -2.424 -1.539  0.05
O 0.137 -0.211 2.721  -0.07
H 0.309 0.446 3.425  0.06
H -0.589 -0.749 3.064  0.05

Output
HOMO energy	-9.74	eV
SMILES string	O=CCCCO.O
net charge	0
frontier orbital gap	10.2983	eV

Q: Which of them is the most stable? A: run x.

Run w
The following is a quantum chemistry calculation of a cluster of 2 separate species, C4H10O3 in total, from the OMol25 dataset.

Each line ends with the Löwdin charge.
Cartesian coordinates (Å):
O -3.488 -0.449 0.131  0.05
C -2.838 0.039 1.021  -0.27
C -1.335 -0.031 1.040  -0.17
C -0.546 1.296 1.040  -0.18
C 0.891 1.072 0.619  -0.28
O 1.708 2.210 0.842  -0.06
H -3.365 0.725 1.695  0.12
H -1.000 -0.675 0.240  0.11
H -1.157 -0.498 2.028  0.12
H -1.020 1.910 0.272  0.12
H -0.716 1.802 1.985  0.12
H 1.290 0.117 0.971  0.12
H 0.932 0.978 -0.474  0.13
H 2.055 2.181 1.740  0.09
O 2.744 -3.886 -4.562  -0.07
H 2.193 -3.159 -4.220  0.04
H 3.650 -3.631 -4.367  0.03

Output
HOMO energy	-9.88	eV
SMILES string	O=CCCCO.O
net charge	0
frontier orbital gap	10.4738	eV

Run x
The following is a quantum chemistry calculation of the molecule C4H10O3, from the OMol25 dataset.

Each line ends with the Löwdin charge.
Cartesian coordinates (Å):
C 2.775 0.001 -0.178  -0.10
O 1.566 0.297 0.495  -0.17
C 0.386 0.137 -0.284  -0.23
C -0.740 -0.156 0.671  -0.38
O -1.203 1.005 1.357  -0.02
C -1.837 -0.650 -0.260  -0.25
O -3.091 -0.234 0.121  -0.05
H 3.604 0.062 0.537  0.09
H 2.932 0.733 -0.973  0.09
H 2.776 -1.012 -0.614  0.09
H -0.323 0.800 -1.166  0.17
H 0.552 -0.694 -0.971  0.11
H -0.408 -0.884 1.422  0.16
H -0.714 1.758 1.003  0.11
H -1.834 -1.754 -0.339  0.13
H -1.518 -0.022 -1.393  0.16
H -2.921 0.613 0.572  0.09

Output
HOMO energy	-9.39	eV
SMILES string	COC[C@@H](O)CO
net charge	0
frontier orbital gap	10.2180	eV

Q: Which of them is the most stable? A: run w.